Entry 1:
Density functional theory data (ωB97M-V/def2-TZVPD) for C25H74AsF6FeN6O13 as an isolated structure at a distorted geometry.

The geometry in XYZ format:
```
126
Properties=species:S:1:pos:R:3
Fe 13.37 -19.61 13.62
C 14.40 -17.84 15.26
O 15.21 -17.01 14.82
O 14.64 -19.09 15.11
O 13.30 -17.83 14.58
As 9.51 -17.04 12.80
F 10.79 -18.20 13.12
F 10.59 -16.04 11.78
F 8.23 -15.82 12.50
F 8.40 -18.07 13.72
F 10.04 -16.01 14.15
F 9.13 -18.02 11.40
O 7.34 -13.96 13.98
H 7.86 -14.44 13.32
H 6.73 -14.62 14.33
O 13.19 -15.65 12.52
H 12.35 -15.98 12.18
H 12.98 -14.78 12.89
O 12.09 -20.47 12.27
H 12.01 -20.36 11.30
H 11.51 -21.21 12.49
O 11.83 -20.13 15.13
H 11.59 -19.73 15.97
H 11.30 -20.94 15.08
C 8.66 -23.28 13.00
C 8.72 -22.16 14.03
C 9.45 -22.71 15.30
O 10.86 -22.81 15.09
C 11.67 -23.32 16.12
N 9.36 -20.95 13.54
H 8.11 -22.97 12.11
H 8.05 -24.04 13.48
H 9.63 -23.69 12.71
H 7.71 -21.93 14.36
H 8.99 -23.67 15.54
H 9.32 -22.01 16.13
H 12.72 -23.15 15.88
H 11.26 -24.30 16.40
H 11.47 -22.74 17.03
H 8.85 -20.17 13.93
H 9.20 -20.80 12.55
C 9.11 -20.57 9.62
C 10.33 -21.33 9.15
C 10.15 -21.72 7.67
O 10.85 -22.87 7.33
C 11.17 -23.21 6.00
N 11.60 -20.59 9.40
H 8.89 -19.67 9.04
H 9.07 -20.33 10.68
H 8.26 -21.23 9.45
H 10.44 -22.19 9.80
H 10.33 -20.81 7.10
H 9.10 -22.00 7.52
H 10.19 -23.12 5.51
H 11.60 -24.20 6.07
H 11.83 -22.44 5.59
H 12.41 -21.00 8.94
H 11.68 -19.68 8.94
C 7.13 -16.51 16.53
C 5.60 -16.31 16.36
C 5.18 -14.99 17.02
O 5.23 -15.04 18.47
C 4.49 -16.10 19.03
N 5.53 -16.15 14.88
H 7.33 -16.72 17.58
H 7.72 -15.65 16.19
H 7.53 -17.22 15.80
H 5.01 -17.16 16.72
H 4.14 -14.87 16.71
H 5.84 -14.28 16.52
H 4.25 -15.99 20.09
H 5.02 -17.04 18.91
H 3.50 -16.19 18.58
H 6.07 -16.91 14.48
H 4.55 -16.29 14.65
C 9.25 -16.48 8.12
C 9.51 -14.96 8.22
C 8.58 -14.21 9.18
O 8.96 -12.86 9.36
C 8.21 -12.20 10.31
N 10.89 -14.82 8.66
H 8.42 -16.56 7.41
H 8.91 -17.00 9.01
H 10.00 -17.07 7.58
H 9.37 -14.60 7.20
H 8.63 -14.76 10.13
H 7.53 -14.33 8.88
H 8.32 -11.11 10.27
H 8.55 -12.58 11.28
H 7.12 -12.35 10.27
H 11.12 -13.84 8.58
H 10.94 -15.02 9.65
C 2.21 -18.24 11.87
C 2.13 -19.56 12.67
C 3.43 -20.01 13.29
O 4.40 -20.46 12.31
C 5.52 -19.59 12.16
N 1.13 -19.38 13.68
H 2.86 -17.48 12.30
H 1.20 -17.91 11.63
H 2.57 -18.58 10.89
H 1.84 -20.39 12.01
H 3.15 -20.90 13.86
H 3.87 -19.30 13.98
H 6.19 -19.65 13.01
H 5.13 -18.56 12.14
H 5.92 -19.83 11.17
H 1.01 -20.17 14.31
H 0.23 -19.05 13.38
C 12.65 -13.74 15.50
C 11.87 -13.07 14.40
C 11.12 -11.82 14.87
O 10.55 -11.76 16.20
C 9.35 -12.45 16.31
N 12.70 -12.71 13.22
H 12.88 -14.80 15.35
H 12.13 -13.75 16.45
H 13.61 -13.26 15.67
H 11.14 -13.71 13.89
H 10.32 -11.64 14.13
H 11.74 -10.92 14.85
H 9.32 -13.52 16.11
H 8.50 -11.93 15.85
H 9.08 -12.44 17.37
H 12.02 -12.37 12.55
H 13.29 -11.92 13.44
```

Calculated values
HOMO-LUMO gap (alpha / beta) (eV): 7.4 / 6.1
HOMO level (alpha / beta) (eV): -8.64 / -8.64
Multiplicity: 6

Entry 2:
Density functional theory data (ωB97M-V/def2-TZVPD) for a 5-piece molecular cluster, C21H50N8O5 overall at a distorted geometry.

The geometry in XYZ format:
```
84
Properties=species:S:1:pos:R:3
C -33.19 -3.43 -22.72
C -32.47 -4.52 -23.58
C -33.49 -5.05 -24.58
C -31.29 -3.94 -24.33
C -30.08 -3.64 -23.45
C -29.67 -4.85 -22.62
C -30.83 -5.50 -21.86
C -30.41 -6.94 -21.52
C -31.11 -4.77 -20.54
N -32.00 -5.64 -22.76
O -33.04 -6.36 -22.17
H -32.46 -2.81 -22.20
H -33.76 -2.77 -23.38
H -33.88 -3.82 -21.97
H -34.27 -5.67 -24.15
H -34.03 -4.25 -25.09
H -33.01 -5.64 -25.37
H -30.93 -4.69 -25.05
H -31.56 -3.06 -24.92
H -29.22 -3.33 -24.05
H -30.29 -2.83 -22.75
H -28.91 -4.51 -21.91
H -29.22 -5.65 -23.22
H -30.96 -7.36 -20.68
H -29.37 -6.95 -21.19
H -30.55 -7.65 -22.34
H -30.17 -4.68 -19.99
H -31.86 -5.29 -19.94
H -31.36 -3.72 -20.69
H -33.33 -5.83 -21.40
C -26.68 -8.40 -23.15
C -25.30 -8.14 -22.49
C -25.34 -6.83 -21.72
C -24.99 -9.26 -21.48
C -24.41 -10.54 -22.05
C -23.25 -10.27 -23.01
C -23.61 -9.26 -24.10
C -22.28 -8.80 -24.74
C -24.46 -9.91 -25.21
N -24.24 -8.10 -23.48
O -24.29 -6.96 -24.30
H -26.90 -9.47 -23.19
H -27.54 -7.89 -22.70
H -26.70 -8.06 -24.19
H -24.37 -6.58 -21.30
H -25.67 -5.97 -22.31
H -26.02 -6.86 -20.86
H -24.38 -8.88 -20.66
H -25.95 -9.51 -21.02
H -24.05 -11.14 -21.22
H -25.19 -11.12 -22.56
H -22.99 -11.23 -23.47
H -22.36 -9.99 -22.44
H -22.47 -8.10 -25.54
H -21.81 -9.71 -25.11
H -21.59 -8.41 -23.99
H -24.17 -10.95 -25.34
H -24.40 -9.36 -26.14
H -25.51 -9.88 -24.89
H -23.64 -6.37 -23.91
N -26.14 -7.65 -15.28
C -26.93 -8.51 -15.98
N -26.75 -9.83 -15.71
O -27.67 -8.15 -16.89
H -26.14 -6.69 -15.56
H -25.48 -7.92 -14.58
H -26.30 -10.19 -14.89
H -27.19 -10.50 -16.32
N -28.18 -4.57 -16.47
C -27.89 -4.27 -17.77
N -27.65 -5.39 -18.53
O -27.82 -3.16 -18.27
H -28.30 -3.78 -15.86
H -28.04 -5.50 -16.13
H -27.45 -5.17 -19.49
H -27.52 -6.32 -18.17
N -25.46 -3.11 -20.16
C -24.24 -3.72 -20.20
N -23.61 -3.63 -21.42
O -23.74 -4.28 -19.24
H -25.99 -3.11 -19.29
H -25.84 -2.70 -20.98
H -23.92 -3.07 -22.19
H -22.69 -4.01 -21.46
```

Calculated values
ΔE to the lowest compared entry with this formula, charge and spin (kcal/mol): 0.0
SMILES string: CC1(C)CCCC(C)(C)N1O.CC1(C)CCCC(C)(C)N1O.NC(N)=O.NC(N)=O.NC(N)=O
HOMO-LUMO gap (eV): 8.3
HOMO level (eV): -7.91

Entry 3:
Density functional theory data (ωB97M-V/def2-TZVPD) for one molecule with the formula C3H4Cl2S at a distorted geometry.

The geometry in XYZ format:
```
10
Properties=species:S:1:pos:R:3
S -1.72 -0.16 -2.31
C -0.45 -0.26 -1.39
C -0.45 0.33 0.08
C 0.72 0.00 1.05
Cl 0.43 -1.75 1.64
Cl 2.35 0.49 0.36
H 0.37 -0.73 -1.71
H -1.48 0.10 0.49
H -0.33 1.40 -0.14
H 0.57 0.58 1.93
```

Calculated values
ΔE to the lowest compared entry with this formula, charge and spin (kcal/mol): 16.4
SMILES string: S=CCC(Cl)Cl
HOMO-LUMO gap (eV): 8.7
HOMO level (eV): -9.02

Copy entry 3 word for word.
Density functional theory data (ωB97M-V/def2-TZVPD) for one molecule with the formula C3H4Cl2S at a distorted geometry.

The geometry in XYZ format:
```
10
Properties=species:S:1:pos:R:3
S -1.72 -0.16 -2.31
C -0.45 -0.26 -1.39
C -0.45 0.33 0.08
C 0.72 0.00 1.05
Cl 0.43 -1.75 1.64
Cl 2.35 0.49 0.36
H 0.37 -0.73 -1.71
H -1.48 0.10 0.49
H -0.33 1.40 -0.14
H 0.57 0.58 1.93
```

Calculated values
ΔE to the lowest compared entry with this formula, charge and spin (kcal/mol): 16.4
SMILES string: S=CCC(Cl)Cl
HOMO-LUMO gap (eV): 8.7
HOMO level (eV): -9.02